{
  "formula": "C2H2N2S3",
  "method": "ωB97M-V/def2-TZVPD",
  "symbols": ["C", "C", "N", "N", "S", "S", "S", "H", "H"],
  "xyz": [[-0.004, -1.210, 0.070], [-1.681, 1.122, -0.103], [1.020, -0.481, -0.175], [1.592, 0.203, 0.788], [-0.779, -2.546, 0.435], [-2.444, 0.543, -1.300], [-0.903, 1.718, 1.099], [1.022, -0.127, -1.082], [2.175, 0.778, 0.267]],
  "mulliken_charge": [0.1759, 0.4432, 0.2675, -0.6905, -0.2180, -0.2671, -0.1914, 0.3023, 0.1781],
  "homo_ev": [-7.54, -7.54],
  "spin_multiplicity": 1,
  "fmax_ev_per_a": 2.93,
  "e_above_lowest_kj_mol": 409.35,
  "orbital_gap_ev": [6.7657, 6.7664]
}



{
  "formula": "C3H8B2FO10PPt",
  "method": "ωB97M-V/def2-TZVPD",
  "symbols": ["C", "O", "B", "O", "O", "P", "O", "O", "C", "C", "O", "F", "O", "O", "B", "O", "O", "H", "H", "H", "H", "H", "H", "H", "H", "Pt"],
  "xyz": [[-4.070, 0.503, -0.690], [-2.829, -0.220, -0.379], [-1.769, 0.431, -0.893], [-1.516, 1.733, -0.527], [-0.983, -0.314, -1.851], [0.550, -0.453, -1.628], [1.180, -0.806, -2.877], [0.906, -1.794, -0.664], [0.464, -1.769, 0.716], [1.548, -2.463, 1.509], [2.577, -2.915, 0.976], [1.446, -2.638, 2.748], [1.265, 0.866, -1.053], [2.173, 0.556, 0.025], [2.347, 1.810, 0.765], [2.399, 2.926, 0.015], [2.446, 1.820, 2.112], [-4.234, 1.271, 0.058], [-4.059, 0.924, -1.695], [-4.874, -0.224, -0.658], [-1.216, 1.750, 0.387], [0.256, -0.779, 1.119], [-0.414, -2.425, 0.796], [1.572, 3.420, 0.033], [1.806, 1.205, 2.487], [3.028, -2.416, -0.830]],
  "mulliken_charge": [-0.6818, -0.4429, 0.6567, -0.3655, -0.2518, 0.7566, -0.6871, -0.5568, 0.1293, 0.2380, -0.4716, -0.0932, 0.0691, 0.0013, 0.2530, -0.4143, -0.3642, 0.3095, 0.3309, 0.2555, 0.3151, 0.1786, 0.5251, 0.3281, 0.2770, 1.7055],
  "charge": 2,
  "homo_ev": -17.21,
  "spin_multiplicity": 1,
  "fmax_ev_per_a": 4.10,
  "e_above_lowest_kj_mol": 0.00,
  "orbital_gap_ev": 4.2196
}



{
  "formula": "C47H82I2N8O2PRbS",
  "method": "ωB97M-V/def2-TZVPD",
  "symbols": ["Rb", "C", "C", "N", "C", "C", "N", "C", "C", "C", "N", "C", "C", "N", "C", "H", "H", "H", "H", "H", "H", "H", "H", "H", "H", "H", "H", "H", "H", "H", "H", "H", "H", "H", "H", "H", "H", "H", "H", "I", "C", "C", "C", "I", "C", "O", "C", "C", "N", "C", "C", "C", "C", "C", "C", "N", "C", "H", "H", "H", "H", "H", "H", "H", "H", "H", "H", "H", "C", "C", "N", "C", "C", "S", "C", "C", "N", "H", "H", "H", "H", "H", "H", "H", "H", "H", "H", "H", "H", "H", "H", "O", "P", "C", "C", "C", "C", "C", "C", "C", "C", "C", "C", "C", "C", "C", "C", "C", "C", "C", "C", "H", "H", "H", "H", "H", "H", "H", "H", "H", "H", "H", "H", "H", "H", "H", "H", "H", "H", "H", "H", "H", "H", "H", "H", "H", "H", "H", "H", "H", "H", "H", "H", "H"],
  "xyz": [[-0.325, -1.116, -0.404], [2.783, 2.599, 1.283], [2.757, 1.091, 1.530], [3.141, 0.313, 0.350], [4.421, 0.708, -0.227], [4.314, 1.389, -1.622], [2.989, 1.870, -1.956], [2.903, 3.208, -2.505], [1.524, 3.490, -3.105], [0.338, 2.751, -2.467], [0.191, 2.787, -1.018], [0.252, 4.112, -0.425], [-0.239, 4.095, 1.018], [0.406, 3.067, 1.823], [1.795, 3.336, 2.182], [3.784, 3.000, 1.468], [2.560, 2.795, 0.234], [1.741, 0.799, 1.809], [3.402, 0.868, 2.393], [3.152, -0.668, 0.595], [5.072, -0.167, -0.319], [4.940, 1.388, 0.455], [4.688, 0.692, -2.385], [5.004, 2.236, -1.645], [2.462, 1.202, -2.498], [3.665, 3.401, -3.277], [3.110, 3.917, -1.695], [1.526, 3.221, -4.166], [1.349, 4.569, -3.072], [0.364, 1.695, -2.751], [-0.571, 3.156, -2.924], [0.910, 2.200, -0.612], [-0.404, 4.779, -0.994], [1.257, 4.558, -0.470], [-1.312, 3.893, 1.019], [-0.094, 5.103, 1.440], [-0.143, 2.884, 2.650], [1.958, 3.016, 3.214], [2.001, 4.415, 2.150], [1.847, -8.087, 1.668], [0.521, -6.554, 1.167], [-0.191, -6.614, -0.023], [-1.005, -5.554, -0.374], [-2.262, -5.649, -2.037], [-1.075, -4.351, 0.380], [-1.644, -3.297, -0.042], [-0.458, -4.408, 1.673], [-0.806, -3.311, 2.635], [0.036, -2.104, 2.552], [-0.538, -1.017, 3.322], [0.470, -0.243, 4.136], [0.084, 0.938, 4.773], [0.993, 1.599, 5.573], [2.275, 1.075, 5.702], [2.572, -0.091, 5.022], [1.693, -0.744, 4.260], [0.332, -5.481, 2.035], [-0.123, -7.484, -0.663], [-1.828, -2.999, 2.413], [-0.793, -3.713, 3.660], [0.959, -2.299, 2.927], [-1.091, -0.319, 2.679], [-1.281, -1.399, 4.041], [-0.929, 1.305, 4.651], [0.714, 2.509, 6.089], [3.025, 1.556, 6.315], [3.559, -0.533, 5.093], [0.806, -5.487, 3.011], [-3.682, 0.879, -2.214], [-3.145, 2.044, -1.367], [-2.602, 1.637, -0.099], [-3.476, 1.535, 1.034], [-4.445, 0.346, 0.964], [-3.593, -1.243, 0.753], [-4.172, -1.832, -0.871], [-3.314, -1.574, -2.118], [-2.758, -0.234, -2.217], [-4.634, 0.536, -1.811], [-3.907, 1.256, -3.222], [-2.340, 2.529, -1.922], [-3.947, 2.793, -1.256], [-1.678, 2.001, 0.067], [-2.854, 1.417, 1.927], [-4.083, 2.447, 1.188], [-5.020, 0.307, 1.892], [-5.168, 0.484, 0.161], [-4.250, -2.913, -0.762], [-5.187, -1.450, -0.998], [-2.474, -2.266, -2.112], [-3.944, -1.843, -2.983], [-2.092, -0.187, -2.977], [0.840, -1.783, -2.860], [2.147, -2.344, -3.342], [1.901, -3.602, -4.656], [3.127, -4.397, -5.143], [3.404, -5.660, -4.333], [2.181, -6.567, -4.318], [0.980, -5.838, -3.731], [0.684, -4.524, -4.449], [3.140, -2.814, -1.879], [2.447, -3.826, -0.959], [3.008, -3.692, 0.463], [4.520, -3.400, 0.454], [5.165, -3.924, -0.823], [4.632, -3.166, -2.049], [3.078, -0.967, -4.103], [2.131, -0.116, -4.970], [2.928, 0.967, -5.690], [3.907, 0.348, -6.706], [4.282, -1.089, -6.327], [4.430, -1.212, -4.814], [1.618, -2.923, -5.472], [4.017, -3.773, -5.196], [2.917, -4.703, -6.174], [3.670, -5.401, -3.305], [4.268, -6.178, -4.756], [2.385, -7.476, -3.749], [1.957, -6.880, -5.344], [1.138, -5.658, -2.665], [0.093, -6.468, -3.790], [-0.109, -3.981, -3.932], [0.301, -4.762, -5.448], [3.081, -1.841, -1.363], [2.640, -4.834, -1.326], [1.360, -3.707, -0.958], [2.804, -4.616, 1.006], [2.469, -2.907, 1.003], [4.995, -3.834, 1.335], [4.710, -2.322, 0.516], [4.946, -4.991, -0.921], [6.252, -3.835, -0.780], [4.801, -3.769, -2.942], [5.204, -2.244, -2.188], [3.291, -0.371, -3.210], [1.353, 0.309, -4.336], [1.610, -0.732, -5.710], [3.477, 1.551, -4.943], [2.254, 1.664, -6.190], [4.815, 0.955, -6.752], [3.475, 0.364, -7.708], [5.206, -1.382, -6.829], [3.513, -1.787, -6.671], [5.147, -0.457, -4.473], [4.867, -2.167, -4.539]],
  "mulliken_charge": [0.5016, 0.8060, -0.4712, 0.9408, -1.1605, -0.4490, 0.9391, -1.1396, -1.0308, -1.1162, 1.5057, -0.4127, -1.6574, 0.3589, -1.4825, 0.6624, -0.9561, -0.2565, 0.4436, -0.6693, 0.6725, 0.5297, -0.6037, 0.8459, -0.6023, 0.6035, 0.6030, 0.4391, 0.4531, 0.0492, 0.5259, -0.7689, 0.5936, 0.1570, 0.4611, 0.4466, 0.1951, 0.3218, 0.4224, 0.0333, -0.7197, -0.1868, -0.1733, -0.0518, -1.0217, -0.0505, 0.3002, -1.5446, 0.4417, -0.7383, 0.9431, -0.6358, -0.5017, -0.4535, -0.4787, -0.3618, 0.2253, 0.4527, 0.4737, 0.5501, 0.2158, -0.4809, 0.5502, 0.5082, 0.4221, 0.4096, 0.4489, 0.4933, -1.1789, -0.2337, 1.2628, -0.7604, -1.0688, 0.1758, -1.2101, -0.1056, 0.4586, 0.2837, 0.4545, -0.3126, 0.3462, -0.5501, 0.1489, 0.4386, 0.5824, 0.3522, 0.5089, 0.6908, -0.3590, 0.2851, 0.0541, -0.5281, 0.3884, 0.4237, -1.3575, -0.1185, -1.4616, 0.9532, -0.9742, 3.7304, -1.2126, 0.2218, -0.4531, -1.2999, -0.9558, 2.8284, -0.3915, -0.4330, -1.1242, -1.0573, -1.4076, 0.7820, 0.1513, 0.6207, -0.1579, 0.4135, 0.4803, 0.3568, -0.7376, 0.4027, 0.0059, 0.4603, -2.0130, 0.2099, 0.1409, 0.6003, -0.8577, 0.6036, 0.0023, 0.3688, 0.6023, 0.2869, 0.2947, -2.4750, -0.1362, 0.7316, -0.1394, 0.5805, 0.3639, 0.3549, 0.6095, 0.1923, 0.5049, 0.5917],
  "homo_ev": -6.41,
  "spin_multiplicity": 1,
  "fmax_ev_per_a": 0.63,
  "e_above_lowest_kj_mol": 37.14,
  "orbital_gap_ev": 6.5641
}